Density functional theory data (ωB97M-V/def2-TZVPD) for 9 unconnected molecules or ions with the total composition C17H31Cl10FO12 in a non-equilibrium geometry.

DFT total energy   -170641.1722 eV
Spin multiplicity   1
SMILES   O=C1OC[C@@H](F)O1.COC(=O)OC.COC(=O)OC.COC(=O)OC.ClCCl.ClCCl.ClCCl.ClCCl.ClCCl
Relative energy (zero: lowest compared OMol25 entry of this formula, charge and spin)   0.0 kcal/mol

Last columns: bonded neighbours and bond lengths (Å).
Atoms and positions in Å:
1 C -14.82 21.82 -6.66  O2 1.440, H7 1.090, H8 1.090, H9 1.090
2 O -15.63 21.20 -5.64  C1 1.440, C3 1.254
3 C -16.09 21.78 -4.63  O2 1.254, O4 1.228, O5 1.351
4 O -15.91 22.96 -4.34  C3 1.228
5 O -16.78 20.84 -3.95  C3 1.351, C6 1.438
6 C -17.39 21.12 -2.68  O5 1.438, H10 1.090, H11 1.090, H12 1.090
7 H -15.35 22.35 -7.45  C1 1.090
8 H -14.18 21.02 -7.03  C1 1.090
9 H -14.15 22.50 -6.14  C1 1.090
10 H -17.77 20.22 -2.19  C6 1.090
11 H -18.14 21.90 -2.83  C6 1.090
12 H -16.61 21.57 -2.06  C6 1.090
13 C -15.90 15.81 -0.42  O14 1.374, H19 1.090, H20 1.090, H21 1.090
14 O -16.99 16.21 0.33  C13 1.374, C15 1.324
15 C -17.72 15.42 1.10  O14 1.324, O16 1.253, O17 1.334
16 O -17.58 14.19 1.32  C15 1.253
17 O -18.61 16.15 1.76  C15 1.334, C18 1.428
18 C -19.29 15.65 2.91  O17 1.428, H22 1.090, H23 1.090, H24 1.090
19 H -16.25 15.71 -1.45  C13 1.090
20 H -15.45 14.87 -0.10  C13 1.090
21 H -15.12 16.57 -0.45  C13 1.090
22 H -18.71 15.32 3.78  C18 1.090
23 H -19.92 14.80 2.66  C18 1.090
24 H -19.86 16.50 3.28  C18 1.090
25 C -21.23 14.10 -11.57  O26 1.367, H31 1.090, H32 1.090, H33 1.090
26 O -20.52 14.44 -10.45  C25 1.367, C27 1.325
27 C -19.27 14.86 -10.55  O26 1.325, O28 1.230, O29 1.317
28 O -18.48 14.75 -11.48  C27 1.230
29 O -18.98 15.44 -9.40  C27 1.317, C30 1.368
30 C -17.68 15.77 -9.13  O29 1.368, H34 1.090, H35 1.090, H36 1.090
31 H -21.01 14.81 -12.36  C25 1.090
32 H -22.28 14.16 -11.29  C25 1.090
33 H -21.04 13.06 -11.84  C25 1.090
34 H -17.43 16.61 -9.79  C30 1.090
35 H -16.96 14.99 -9.37  C30 1.090
36 H -17.49 16.07 -8.10  C30 1.090
37 C -23.14 16.57 -5.43  C38 1.534, O42 1.413, H44 1.090, H45 1.090
38 C -22.29 17.82 -5.20  C37 1.534, O39 1.430, F43 1.358, H46 1.090
39 O -22.46 18.08 -3.80  C38 1.430, C40 1.267
40 C -23.41 17.40 -3.31  O39 1.267, O41 1.223, O42 1.326
41 O -23.86 17.47 -2.17  C40 1.223
42 O -23.82 16.50 -4.19  C37 1.413, C40 1.326
43 F -22.69 18.90 -5.93  C38 1.358
44 H -22.58 15.66 -5.64  C37 1.090
45 H -23.77 16.82 -6.28  C37 1.090
46 H -21.21 17.72 -5.30  C38 1.090
47 C -21.59 19.74 -12.21  Cl48 1.806, Cl49 1.797, H50 1.090, H51 1.090
48 Cl -20.07 20.68 -11.95  C47 1.806
49 Cl -21.49 19.05 -13.87  C47 1.797
50 H -21.69 18.94 -11.47  C47 1.090
51 H -22.48 20.37 -12.20  C47 1.090
52 C -18.00 10.00 -6.01  Cl53 1.737, Cl54 1.747, H55 1.090, H56 1.090
53 Cl -18.56 11.28 -4.98  C52 1.737
54 Cl -17.09 10.64 -7.36  C52 1.747
55 H -17.36 9.38 -5.38  C52 1.090
56 H -18.88 9.44 -6.34  C52 1.090
57 C -18.17 12.07 -16.59  Cl58 1.803, Cl59 1.776, H60 1.090, H61 1.090
58 Cl -16.58 11.93 -17.43  C57 1.803
59 Cl -19.36 10.97 -17.31  C57 1.776
60 H -17.98 11.82 -15.54  C57 1.090
61 H -18.41 13.11 -16.81  C57 1.090
62 C -22.85 6.62 -12.59  Cl63 1.790, Cl64 1.745, H65 1.090, H66 1.090
63 Cl -23.73 5.24 -11.87  C62 1.790
64 Cl -22.17 7.76 -11.46  C62 1.745
65 H -22.06 6.15 -13.18  C62 1.090
66 H -23.47 7.28 -13.20  C62 1.090
67 C -14.60 16.68 -14.83  Cl68 1.778, Cl69 1.794, H70 1.090, H71 1.090
68 Cl -13.02 16.35 -15.58  C67 1.778
69 Cl -15.30 18.12 -15.63  C67 1.794
70 H -15.36 15.92 -15.02  C67 1.090
71 H -14.47 16.77 -13.75  C67 1.090